17 unconnected molecules or ions with the total composition C62H173N15O17 in a non-equilibrium geometry. Source: the Open Molecules 2025 dataset; level of theory: ωB97M-V/def2-TZVPD.

Cartesian coordinates (Å):
1 C 2.45 0.84 -2.80
2 O 2.04 2.03 -2.10
3 H 1.99 -0.05 -2.38
4 H 2.05 0.94 -3.81
5 H 3.53 0.77 -2.90
6 H 1.09 1.96 -2.07
7 C -4.34 5.74 -1.88
8 O -3.33 4.82 -2.28
9 H -4.20 5.95 -0.82
10 H -4.37 6.66 -2.45
11 H -5.27 5.17 -1.85
12 H -2.49 5.28 -2.38
13 C 1.74 1.50 4.74
14 C 3.19 1.32 4.27
15 C 3.66 -0.15 4.57
16 O 3.71 -0.36 6.00
17 C 4.16 -1.60 6.47
18 N 3.28 1.75 2.92
19 H 1.34 2.46 4.43
20 H 1.61 1.33 5.81
21 H 1.13 0.71 4.30
22 H 3.82 1.93 4.91
23 H 4.69 -0.23 4.22
24 H 3.06 -0.88 4.02
25 H 4.02 -1.65 7.55
26 H 5.18 -1.89 6.25
27 H 3.64 -2.45 6.02
28 H 3.92 1.07 2.54
29 H 2.43 1.57 2.42
30 C 4.43 -4.86 1.69
31 C 2.99 -4.80 2.20
32 C 2.05 -4.41 1.05
33 O 2.46 -3.18 0.40
34 C 1.95 -3.11 -0.91
35 N 2.64 -6.11 2.72
36 H 4.75 -3.89 1.32
37 H 4.65 -5.53 0.86
38 H 5.18 -5.18 2.42
39 H 2.96 -4.08 3.01
40 H 1.07 -4.24 1.50
41 H 2.07 -5.20 0.29
42 H 0.88 -3.30 -0.97
43 H 2.48 -3.79 -1.57
44 H 2.04 -2.10 -1.33
45 H 1.66 -6.00 2.92
46 H 2.53 -6.82 2.00
47 C 0.12 -1.00 1.61
48 C 0.32 -0.13 0.36
49 C -0.91 0.64 -0.13
50 O -0.55 1.60 -1.13
51 C -1.61 2.25 -1.77
52 N 1.46 0.75 0.64
53 H 1.01 -1.48 2.01
54 H -0.52 -1.86 1.40
55 H -0.22 -0.41 2.46
56 H 0.56 -0.83 -0.44
57 H -1.23 1.20 0.75
58 H -1.69 -0.03 -0.48
59 H -2.23 1.59 -2.37
60 H -1.23 3.06 -2.39
61 H -2.14 2.67 -0.91
62 H 2.35 0.26 0.59
63 H 1.47 1.46 -0.07
64 C -4.38 -1.13 -6.58
65 C -3.91 -0.59 -5.19
66 C -4.77 0.57 -4.68
67 O -4.39 0.89 -3.31
68 C -5.04 2.06 -2.87
69 N -3.96 -1.69 -4.23
70 H -4.53 -0.30 -7.26
71 H -5.33 -1.65 -6.42
72 H -3.75 -1.85 -7.09
73 H -2.87 -0.30 -5.31
74 H -5.84 0.40 -4.64
75 H -4.60 1.41 -5.35
76 H -6.11 1.93 -2.99
77 H -4.66 2.92 -3.43
78 H -4.86 2.35 -1.84
79 H -4.95 -1.86 -4.11
80 H -3.75 -1.30 -3.32
81 C 0.14 -5.69 -3.24
82 C -0.79 -6.52 -2.27
83 C -2.11 -5.76 -2.09
84 O -1.81 -4.43 -1.60
85 C -2.89 -3.67 -1.19
86 N -0.97 -7.81 -2.86
87 H 1.10 -6.21 -3.32
88 H 0.39 -4.71 -2.84
89 H -0.27 -5.67 -4.25
90 H -0.21 -6.66 -1.36
91 H -2.75 -6.32 -1.41
92 H -2.73 -5.60 -2.98
93 H -2.51 -2.71 -0.81
94 H -3.47 -4.21 -0.44
95 H -3.47 -3.51 -2.10
96 H -1.75 -8.21 -2.35
97 H -1.33 -7.74 -3.80
98 C 0.31 -8.25 4.99
99 C -0.76 -8.35 3.99
100 C -0.22 -7.89 2.62
101 O -0.11 -6.53 2.47
102 C -1.25 -5.78 2.04
103 N -1.17 -9.74 3.94
104 H 0.64 -7.21 5.02
105 H 1.19 -8.85 4.75
106 H -0.01 -8.49 6.00
107 H -1.63 -7.75 4.25
108 H -0.95 -8.23 1.88
109 H 0.71 -8.38 2.32
110 H -2.14 -5.76 2.67
111 H -1.57 -5.97 1.01
112 H -0.91 -4.75 1.99
113 H -1.47 -10.09 4.84
114 H -0.30 -10.24 3.85
115 C -0.04 -0.86 8.63
116 C -0.61 -1.83 7.57
117 C 0.48 -2.23 6.57
118 O -0.14 -2.84 5.41
119 C 0.78 -3.37 4.48
120 N -1.13 -2.98 8.24
121 H 0.47 -0.02 8.16
122 H 0.75 -1.35 9.20
123 H -0.88 -0.54 9.25
124 H -1.43 -1.33 7.05
125 H 1.22 -2.89 7.03
126 H 1.04 -1.34 6.30
127 H 0.30 -3.65 3.54
128 H 1.27 -4.23 4.92
129 H 1.52 -2.67 4.09
130 H -0.27 -3.42 8.54
131 H -1.56 -3.52 7.50
132 C 4.53 3.99 -0.33
133 C 4.93 4.34 -1.74
134 C 5.88 3.28 -2.36
135 O 7.06 3.05 -1.62
136 C 8.18 2.35 -2.17
137 N 3.70 4.47 -2.52
138 H 5.43 3.91 0.27
139 H 4.01 3.04 -0.23
140 H 3.87 4.67 0.20
141 H 5.54 5.24 -1.73
142 H 6.15 3.45 -3.40
143 H 5.29 2.37 -2.27
144 H 9.02 2.55 -1.51
145 H 8.42 2.84 -3.11
146 H 8.02 1.27 -2.27
147 H 3.31 3.55 -2.39
148 H 3.05 5.03 -1.98
149 C -4.27 -0.27 1.02
150 C -5.24 -0.88 -0.02
151 C -6.54 -0.02 -0.19
152 O -7.56 -0.66 -0.90
153 C -8.63 0.17 -1.20
154 N -4.63 -1.08 -1.31
155 H -3.75 0.57 0.57
156 H -3.49 -0.99 1.31
157 H -4.69 0.03 1.98
158 H -5.46 -1.86 0.39
159 H -6.19 0.89 -0.68
160 H -6.99 0.26 0.77
161 H -8.27 1.17 -1.40
162 H -9.34 0.30 -0.38
163 H -9.15 -0.34 -2.01
164 H -5.27 -1.56 -1.92
165 H -4.44 -0.20 -1.78
166 C 6.13 0.66 1.46
167 C 5.01 0.03 0.53
168 C 5.59 -0.74 -0.65
169 O 4.52 -1.40 -1.31
170 C 4.85 -2.12 -2.51
171 N 4.24 -0.85 1.34
172 H 6.73 1.36 0.88
173 H 6.89 -0.07 1.74
174 H 5.80 1.30 2.28
175 H 4.41 0.81 0.07
176 H 6.39 -1.42 -0.37
177 H 6.04 -0.06 -1.38
178 H 3.99 -2.02 -3.17
179 H 5.08 -3.17 -2.34
180 H 5.77 -1.85 -3.02
181 H 3.73 -1.49 0.74
182 H 4.90 -1.51 1.73
183 C -0.40 -1.22 -3.56
184 C -0.54 -2.08 -4.85
185 C 0.74 -2.68 -5.37
186 O 1.46 -1.55 -5.91
187 C 2.80 -1.95 -6.37
188 N -1.48 -3.15 -4.57
189 H 0.16 -1.73 -2.78
190 H -1.39 -1.09 -3.14
191 H 0.12 -0.28 -3.69
192 H -0.79 -1.36 -5.62
193 H 0.56 -3.37 -6.18
194 H 1.26 -3.22 -4.59
195 H 3.47 -1.14 -6.64
196 H 2.66 -2.65 -7.20
197 H 3.35 -2.45 -5.57
198 H -2.25 -2.57 -4.30
199 H -1.17 -3.57 -3.71
200 C -3.09 3.66 7.55
201 C -4.02 2.62 6.91
202 C -3.29 1.39 6.37
203 O -2.67 1.81 5.19
204 C -1.83 0.83 4.65
205 N -4.95 2.34 7.94
206 H -2.62 3.28 8.46
207 H -3.63 4.58 7.75
208 H -2.31 3.92 6.83
209 H -4.46 3.06 6.02
210 H -3.96 0.53 6.25
211 H -2.56 1.13 7.14
212 H -1.27 1.33 3.86
213 H -2.44 0.05 4.20
214 H -1.13 0.41 5.37
215 H -5.37 3.20 8.28
216 H -4.50 1.83 8.69
217 C -2.78 5.78 1.68
218 C -2.38 4.52 2.38
219 C -0.93 4.55 2.85
220 O -0.13 5.04 1.82
221 C 0.29 4.15 0.80
222 N -3.19 4.26 3.60
223 H -2.14 5.88 0.80
224 H -2.57 6.60 2.36
225 H -3.84 5.78 1.43
226 H -2.48 3.70 1.66
227 H -0.60 3.53 3.04
228 H -0.71 5.10 3.77
229 H 1.16 4.57 0.30
230 H -0.55 4.22 0.11
231 H 0.52 3.15 1.15
232 H -2.98 3.34 3.95
233 H -4.19 4.31 3.46
234 C 1.20 6.64 -4.39
235 C 0.50 6.24 -3.09
236 C 0.91 7.11 -1.88
237 O 2.18 6.67 -1.48
238 C 2.61 7.29 -0.26
239 N -0.91 6.34 -3.37
240 H 2.29 6.68 -4.31
241 H 1.00 7.68 -4.64
242 H 0.99 5.99 -5.24
243 H 0.73 5.18 -2.98
244 H 0.20 7.07 -1.05
245 H 0.87 8.15 -2.21
246 H 1.93 7.16 0.57
247 H 2.75 8.38 -0.29
248 H 3.57 6.96 0.14
249 H -1.28 7.27 -3.48
250 H -1.16 5.83 -4.20
251 C -2.14 3.27 -5.31
252 C -0.71 3.65 -5.82
253 C 0.00 2.47 -6.59
254 O 1.30 2.83 -7.01
255 C 2.04 1.69 -7.54
256 N -0.70 4.84 -6.64
257 H -2.64 4.05 -4.73
258 H -2.12 2.31 -4.80
259 H -2.75 3.21 -6.22
260 H -0.11 3.88 -4.93
261 H -0.57 2.17 -7.47
262 H 0.24 1.63 -5.94
263 H 1.59 1.35 -8.48
264 H 2.16 0.83 -6.87
265 H 3.05 1.99 -7.78
266 H 0.24 4.94 -7.01
267 H -1.24 4.59 -7.45

Computed properties:
- gap between HOMO and LUMO (Eh) = 0.3251
- net charge = 0
- total energy (eV) = -124247.5808
- relative energy (zero: lowest compared OMol25 entry of this formula, charge and spin) (eV) = 0.0000
- max |F| (hartree/bohr) = 0.0616

Mulliken atomic charge list, values in e, 6 entries:
1 C -0.589
2 O 0.956
3 H 0.017
4 H 0.183
5 H 0.019
6 H -0.969

A molecular structure, C62H43AsN4Rh in a non-equilibrium geometry. Source: the Open Molecules 2025 dataset; level of theory: ωB97M-V/def2-TZVPD.

Cartesian coordinates (Å):
1 Rh -0.87 -0.08 -0.14
2 C -0.03 -5.71 -5.30
3 C -1.20 -4.97 -5.18
4 C -1.29 -3.97 -4.23
5 C -0.21 -3.69 -3.38
6 C 0.95 -4.45 -3.50
7 C 1.04 -5.46 -4.45
8 C -0.33 -2.59 -2.38
9 C -0.50 -1.29 -2.88
10 C -0.43 -0.94 -4.27
11 C -0.70 0.38 -4.36
12 C -0.90 0.87 -3.02
13 N -0.78 -0.17 -2.14
14 C -1.26 2.18 -2.70
15 C -1.41 2.64 -1.39
16 C -1.69 4.00 -1.02
17 C -1.62 4.08 0.33
18 C -1.31 2.76 0.81
19 C -1.13 2.42 2.15
20 C -1.20 3.51 3.17
21 C -0.04 4.12 3.63
22 C -0.11 5.14 4.57
23 C -1.34 5.55 5.06
24 C -2.51 4.94 4.61
25 C -2.44 3.92 3.67
26 C -0.99 1.12 2.62
27 N -1.16 -0.01 1.84
28 C -1.23 -1.07 2.70
29 C -1.50 -2.41 2.31
30 C -2.37 -3.29 3.13
31 C -2.79 -4.55 2.66
32 C -3.50 -5.42 3.46
33 C -3.88 -5.06 4.74
34 C -3.62 -3.77 5.17
35 C -2.90 -2.90 4.38
36 C -0.95 -2.87 1.10
37 C -0.61 -4.24 0.78
38 C -0.26 -4.27 -0.52
39 C -0.37 -2.93 -1.03
40 N -0.71 -2.09 -0.01
41 C -1.02 -0.60 4.04
42 C -0.86 0.74 3.99
43 N -1.19 1.91 -0.25
44 C -1.51 3.14 -3.81
45 C -2.81 3.60 -4.03
46 C -3.07 4.46 -5.09
47 C -2.05 4.89 -5.91
48 C -0.75 4.44 -5.69
49 C -0.48 3.57 -4.65
50 H 0.05 -6.48 -6.06
51 H -2.04 -5.17 -5.83
52 H -2.20 -3.39 -4.13
53 H 1.80 -4.23 -2.86
54 H 1.95 -6.04 -4.54
55 H -0.20 -1.61 -5.08
56 H -0.74 0.99 -5.25
57 H -1.90 4.79 -1.72
58 H -1.76 4.95 0.96
59 H 0.92 3.80 3.24
60 H 0.80 5.61 4.92
61 H -1.40 6.34 5.80
62 H -3.47 5.26 4.98
63 H -3.34 3.44 3.32
64 H -2.61 -4.82 1.64
65 H -3.78 -6.39 3.07
66 H -4.42 -5.76 5.37
67 H -4.00 -3.43 6.13
68 H -2.78 -1.88 4.72
69 H -0.56 -5.04 1.50
70 H 0.04 -5.13 -1.10
71 H -0.92 -1.23 4.91
72 H -0.70 1.42 4.82
73 H -3.61 3.26 -3.39
74 H -4.09 4.80 -5.26
75 H -2.25 5.57 -6.73
76 H 0.06 4.78 -6.33
77 H 0.53 3.23 -4.47
78 C 4.76 -0.07 -3.15
79 C 5.15 0.23 -1.85
80 C 4.21 0.30 -0.84
81 C 2.86 0.07 -1.13
82 C 2.47 -0.22 -2.43
83 C 3.42 -0.29 -3.44
84 As 1.59 0.16 0.32
85 C 2.17 1.81 1.13
86 C 1.86 2.96 0.39
87 C 2.36 4.19 0.79
88 C 3.16 4.27 1.92
89 C 3.45 3.13 2.66
90 C 2.94 1.90 2.28
91 C 2.15 -1.31 1.42
92 C 1.94 -1.31 2.80
93 C 2.23 -2.44 3.55
94 C 2.71 -3.58 2.93
95 C 2.91 -3.59 1.55
96 C 2.63 -2.46 0.80
97 H 5.50 -0.15 -3.93
98 H 6.19 0.40 -1.62
99 H 4.51 0.55 0.17
100 H 1.43 -0.38 -2.65
101 H 3.11 -0.50 -4.46
102 H 1.26 2.88 -0.50
103 H 2.11 5.08 0.22
104 H 3.56 5.23 2.23
105 H 4.08 3.21 3.54
106 H 3.18 1.02 2.86
107 H 1.54 -0.43 3.29
108 H 2.07 -2.43 4.62
109 H 2.93 -4.46 3.52
110 H 3.29 -4.48 1.06
111 H 2.79 -2.47 -0.27

Computed properties:
- gap between HOMO and LUMO (Eh) = 0.2016
- net charge = +1
- total energy (eV) = -134795.8638
- max |F| (hartree/bohr) = 0.0414

Mulliken atomic charge list, values in e, 6 entries:
1 Rh 0.673
2 C -0.463
3 C -0.966
4 C 0.115
5 C -0.164
6 C -0.113